The following is a quantum chemistry calculation of an isolated ion of composition C7H8N3 and charge +1 in a non-equilibrium geometry, from the Open Molecules 2025 dataset.

Geometry (Å):
C -0.75 -1.58 0.28
N -1.87 -1.28 0.04
C -2.72 -0.22 -0.05
C -2.33 1.09 0.08
C -0.87 1.55 0.03
N 0.08 0.73 0.34
C 1.49 0.78 0.37
C 1.93 -0.47 -0.40
C 1.59 -1.86 0.10
N 0.37 -2.15 0.40
H -3.78 -0.39 -0.42
H -3.06 1.86 0.08
H -0.63 2.60 -0.17
H 1.98 0.99 1.37
H 1.64 1.66 -0.25
H 3.01 -0.36 -0.38
H 1.52 -0.34 -1.42
H 2.41 -2.59 -0.01

Values from the calculation:
ΔE to the lowest compared entry with this formula, charge and spin	2.511	eV
M	134.16	g/mol
orbital gap (alpha / beta)	7.67 / 7.67	eV
total charge	+1



The following is a quantum chemistry calculation of a 2-piece molecular cluster, C7H8N3O2 overall in a non-equilibrium geometry, from the Open Molecules 2025 dataset.

Geometry (Å):
C -1.28 -0.89 1.11
C -0.27 -1.71 1.47
C -1.11 -0.04 0.05
C 0.77 -1.98 0.52
C 0.15 0.14 -0.71
C 1.05 -0.97 -0.36
C 0.52 1.65 -0.90
N 4.31 1.13 1.31
N 3.33 0.93 0.86
N 2.31 -1.00 -1.19
O 2.22 -0.51 -2.25
O 3.21 -1.54 -0.65
H -2.15 -0.72 1.56
H -0.35 -2.31 2.39
H -1.97 0.71 -0.10
H 1.51 -2.78 0.66
H -0.12 -0.02 -1.76
H -0.18 2.08 -1.46
H 1.44 1.70 -1.31
H 0.63 2.07 0.03

Values from the calculation:
ΔE to the lowest compared entry with this formula, charge and spin	2.343	eV
M	166.16	g/mol
orbital gap (alpha / beta)	8.40 / 8.40	eV
total charge	+1



The following is a quantum chemistry calculation of an isolated ion of composition C7H8N3O3S and charge -1 in a non-equilibrium geometry, from the Open Molecules 2025 dataset.

Geometry (Å):
C 0.77 0.50 0.41
C 2.22 0.77 -0.40
C 0.41 -0.80 0.68
C 2.77 -1.37 0.21
C -2.63 1.07 0.01
C -1.60 1.53 -0.73
C -3.91 0.65 -0.58
N 3.13 -0.23 -0.31
N 1.54 -1.66 0.66
N 3.69 -2.36 0.03
O 2.33 1.77 -1.07
O -0.69 -1.33 0.91
O -0.69 2.59 1.43
S -0.12 2.08 0.17
H -2.34 1.07 1.03
H -1.54 1.66 -1.82
H -4.62 1.32 0.01
H -4.12 1.03 -1.50
H -4.18 -0.40 -0.50
H 1.29 -2.52 1.25
H 4.62 -2.15 -0.36
H 3.67 -3.23 0.46

Values from the calculation:
ΔE to the lowest compared entry with this formula, charge and spin	0.000	eV
M	214.23	g/mol
orbital gap	7.16	eV
total charge	-1



The following is a quantum chemistry calculation of the molecule C7H8N4O in a non-equilibrium geometry, from the Open Molecules 2025 dataset.

Geometry (Å):
H 1.27 0.65 1.61
N 0.92 1.49 1.99
C 0.00 2.02 1.33
N -0.63 3.14 1.74
N -0.53 1.51 0.16
C -0.45 1.27 -1.01
N -0.39 0.69 -2.06
C -0.13 -0.83 -2.05
C 1.29 -1.00 -1.66
C 1.59 -1.06 -0.35
O 0.68 -1.19 0.70
C -0.60 -1.44 0.31
C -0.99 -1.48 -0.96
H -0.46 3.43 2.80
H -1.35 3.48 1.20
H -0.27 -1.11 -3.17
H 1.84 -0.74 -2.51
H 2.67 -1.03 -0.04
H -1.21 -1.91 1.02
H -1.97 -1.82 -1.36

Values from the calculation:
ΔE to the lowest compared entry with this formula, charge and spin	3.717	eV
M	164.17	g/mol
orbital gap	9.79	eV



The following is a quantum chemistry calculation of the molecule C7H8N4O2S in a non-equilibrium geometry, from the Open Molecules 2025 dataset.

Geometry (Å):
C 1.83 0.69 1.48
C 2.30 -0.54 1.89
C -0.84 0.24 -1.41
C -1.93 0.20 -2.14
C -0.25 -0.98 -0.87
C 3.53 -2.01 2.96
C -2.63 1.51 -2.34
N 0.98 0.67 0.52
N 3.22 -0.73 2.79
N 0.73 -0.68 0.12
N 4.56 -2.39 3.82
O -0.42 -2.16 -1.12
O 3.00 -2.91 2.23
S 1.70 -1.85 1.01
H 2.12 1.70 1.90
H -0.09 1.09 -1.20
H -2.39 -0.71 -2.41
H -2.17 2.31 -1.73
H -3.61 1.33 -2.04
H -2.75 1.76 -3.42
H 4.73 -1.80 4.59
H 4.80 -3.30 3.76

Values from the calculation:
ΔE to the lowest compared entry with this formula, charge and spin	0.000	eV
M	212.23	g/mol
orbital gap	8.31	eV



The following is a quantum chemistry calculation of the molecule C7H8N4S in a non-equilibrium geometry, from the Open Molecules 2025 dataset.

Geometry (Å):
C -0.28 -2.42 -1.64
C -1.07 -2.43 -0.55
C 0.57 -1.26 -1.77
C -1.01 -1.43 0.46
C 0.67 -0.27 -0.83
C -0.12 -0.31 0.30
C 0.66 1.87 1.30
N -1.57 2.89 1.13
N -0.27 3.05 1.39
N -0.19 0.65 1.25
N -2.04 1.81 0.95
S -3.26 0.97 0.50
H -0.34 -3.03 -2.51
H -1.64 -3.33 -0.33
H 1.31 -1.31 -2.57
H -1.65 -1.45 1.27
H 1.51 0.48 -1.10
H 1.37 2.11 0.58
H 1.39 1.74 2.22
H -0.13 3.96 1.70

Values from the calculation:
ΔE to the lowest compared entry with this formula, charge and spin	5.221	eV
M	180.24	g/mol
orbital gap (alpha / beta)	6.48 / 6.48	eV



The following is a quantum chemistry calculation of an isolated ion of composition C7H8NO2S and charge -1 in a non-equilibrium geometry, from the Open Molecules 2025 dataset.

Geometry (Å):
C -1.62 1.63 -0.17
C -2.33 0.46 -0.08
C 0.61 0.39 0.93
C 1.78 -0.22 0.95
C 2.71 -0.17 -0.18
C -3.86 0.38 -0.37
C 3.94 -1.12 -0.21
N -1.75 -0.66 0.37
O -2.42 -1.65 0.79
O 2.69 0.73 -0.99
S 0.13 1.67 -0.02
H -1.92 2.51 -0.57
H 2.05 -0.85 1.71
H -4.08 -0.03 -1.34
H -4.48 1.23 -0.24
H -4.32 -0.27 0.31
H 3.83 -1.79 -0.97
H 4.84 -0.57 -0.53
H 4.20 -1.69 0.63

Values from the calculation:
ΔE to the lowest compared entry with this formula, charge and spin	4.084	eV
M	170.21	g/mol
orbital gap (alpha / beta)	6.55 / 6.05	eV
total charge	-1



The following is a quantum chemistry calculation of a 2-piece molecular cluster, C7H8NO3 overall in a non-equilibrium geometry, from the Open Molecules 2025 dataset.

Geometry (Å):
C 0.36 1.91 1.07
C 2.71 -0.37 1.66
C 1.79 1.15 -0.66
C -0.89 -0.09 1.53
C -0.83 1.13 0.99
C -2.02 1.86 0.57
C 2.32 -1.12 -1.19
N 2.08 -0.02 -0.27
O 3.22 -1.42 1.71
O 1.47 1.60 -1.76
O 1.48 2.00 0.54
H -1.94 -0.56 1.77
H -0.09 -0.74 1.85
H -1.89 2.89 0.92
H -3.10 1.55 0.88
H -2.08 1.71 -0.55
H 3.20 -0.82 -1.87
H 2.48 -2.02 -0.69
H 1.45 -1.31 -1.84

Values from the calculation:
ΔE to the lowest compared entry with this formula, charge and spin	4.097	eV
M	154.15	g/mol
orbital gap	6.95	eV
total charge	-1



The following is a quantum chemistry calculation of an isolated ion of composition C7H8NOS and charge -1 in a non-equilibrium geometry, from the Open Molecules 2025 dataset.

Geometry (Å):
S 2.73 -1.65 1.30
N 2.17 -0.53 0.09
C 2.41 0.91 0.49
O 1.23 1.80 0.30
C 0.03 1.00 -0.08
C -0.31 0.63 -1.67
C -1.62 -0.29 -2.00
C -2.58 -0.78 -0.72
C -2.26 -0.41 0.85
C -0.92 0.48 1.17
H 1.60 -2.51 1.51
H 2.79 1.06 1.59
H 3.23 1.33 -0.27
H 0.46 1.04 -2.45
H -1.83 -0.57 -3.12
H -3.52 -1.44 -1.02
H -2.95 -0.80 1.72
H -0.67 0.72 2.31

Values from the calculation:
ΔE to the lowest compared entry with this formula, charge and spin	7.782	eV
M	154.21	g/mol
orbital gap	5.95	eV
total charge	-1



The following is a quantum chemistry calculation of the molecule C7H8O in a non-equilibrium geometry, from the Open Molecules 2025 dataset.

Geometry (Å):
C 0.12 1.71 2.45
C -0.66 1.01 1.78
C -1.10 0.10 0.94
C -0.46 -0.18 -0.27
C 0.88 0.01 -0.82
C 2.12 0.57 -0.03
C -1.14 -1.39 -0.96
O -0.96 -1.07 -2.27
H 1.14 2.40 2.89
H -2.02 -0.31 1.39
H 1.39 -0.61 -1.59
H 2.01 1.48 0.70
H 3.00 0.43 -0.81
H -2.11 -1.47 -0.55
H -0.56 -2.36 -0.44
H -1.65 -0.33 -2.42

Values from the calculation:
ΔE to the lowest compared entry with this formula, charge and spin	8.332	eV
M	108.14	g/mol
orbital gap	7.60	eV



The following is a quantum chemistry calculation of the molecule C7H8O in a non-equilibrium geometry, from the Open Molecules 2025 dataset.

Geometry (Å):
O 0.77 -0.85 -3.33
C -0.06 -0.65 -2.49
C 0.07 -0.13 -1.12
C 1.08 -0.35 -0.30
C 1.17 0.07 1.10
C -0.13 0.44 1.77
C -1.30 0.49 0.74
C -1.16 0.33 -0.56
H -1.10 -0.78 -2.82
H 1.93 -0.79 -0.71
H 1.61 -0.86 1.70
H 1.92 0.86 1.25
H -0.10 1.32 2.40
H -0.47 -0.36 2.37
H -2.19 0.73 1.18
H -2.03 0.53 -1.20

Values from the calculation:
ΔE to the lowest compared entry with this formula, charge and spin	2.002	eV
M	108.14	g/mol
orbital gap	8.78	eV



The following is a quantum chemistry calculation of the molecule C7H8O in a non-equilibrium geometry, from the Open Molecules 2025 dataset.

Geometry (Å):
O 1.59 1.55 -0.74
C 2.05 0.45 -0.37
C 1.50 -0.56 0.46
C 0.08 -0.45 0.57
C -0.56 -0.69 -0.88
C -1.82 0.01 -0.91
C -1.97 0.90 0.20
C -0.85 0.73 0.96
H 3.12 0.38 -0.32
H 2.00 -0.75 1.44
H 1.70 -1.63 -0.11
H -0.44 -1.35 1.19
H -0.20 -1.09 -2.04
H -2.50 -0.35 -1.77
H -2.85 1.61 0.27
H -0.84 1.24 2.08

Values from the calculation:
ΔE to the lowest compared entry with this formula, charge and spin	4.974	eV
M	108.14	g/mol
orbital gap	8.62	eV